The following is a quantum chemistry calculation of C27H24N4O5 in the gas phase at a distorted geometry, from the Open Molecules 2025 dataset.

Each line ends with the Löwdin charge.
Element x y z (Å)
O -2.3283 -3.6120 -0.6621  0.119
C -1.8240 -2.6744 -0.0904  -0.441
O -0.5632 -2.6932 0.3808  -0.024
C 0.1777 -3.8804 0.1532  -0.057
C 1.6772 -3.6320 0.2661  -0.423
O 2.3688 -4.3494 0.9638  0.064
N 2.1944 -2.6316 -0.4756  -0.025
C 1.4333 -1.7245 -1.3153  -0.095
C 2.3840 -0.8793 -2.1549  -0.104
N 3.2807 -0.1335 -1.2955  -0.021
C 3.2807 1.2234 -1.4051  -0.394
O 2.6222 1.7837 -2.2658  0.072
C 4.1095 2.0329 -0.4846  -0.186
C 5.0428 1.8319 0.5076  -0.024
C 5.4310 3.1104 0.9588  -0.048
C 4.7117 4.0000 0.2168  -0.101
O 3.9253 3.3641 -0.6449  0.059
C 3.9183 -0.8988 -0.2439  -0.122
C 3.6198 -2.3853 -0.4069  -0.107
C -2.4929 -1.3968 0.1281  -0.037
C -3.8182 -1.1683 -0.2056  0.049
N -4.0742 0.1300 0.0300  -0.069
C -5.2725 0.8357 -0.1403  -0.178
C -5.2658 2.2135 0.0595  -0.014
C -6.4311 2.9374 -0.1008  -0.076
C -7.6067 2.2981 -0.4601  -0.091
C -7.6118 0.9272 -0.6554  -0.082
C -6.4520 0.1905 -0.4965  -0.019
N -2.9857 0.7625 0.4825  0.163
C -2.0152 -0.1255 0.5652  -0.169
C -0.6913 0.2906 1.0234  -0.175
C -0.1467 1.4701 0.5185  -0.015
C 1.0882 1.9118 0.9531  -0.069
C 1.7928 1.1819 1.8969  -0.090
C 1.2532 0.0125 2.4087  -0.073
C 0.0146 -0.4307 1.9821  -0.031
H -0.0916 -4.6346 0.9009  0.147
H -0.0673 -4.2841 -0.8389  0.140
H 0.8259 -1.0585 -0.6923  0.117
H 0.7678 -2.2895 -1.9759  0.138
H 2.9578 -1.5076 -2.8441  0.132
H 1.8189 -0.1491 -2.7383  0.128
H 5.4290 0.9116 0.8888  0.097
H 6.1435 3.3314 1.7267  0.103
H 4.6803 5.0720 0.2191  0.127
H 5.0037 -0.7661 -0.2936  0.123
H 3.5548 -0.5586 0.7330  0.115
H 4.0021 -2.9413 0.4522  0.128
H 4.1088 -2.7732 -1.3076  0.134
H -4.5342 -1.8635 -0.5903  0.134
H -4.3403 2.6894 0.3404  0.104
H -6.4214 4.0055 0.0546  0.105
H -8.5164 2.8650 -0.5860  0.102
H -8.5258 0.4237 -0.9321  0.105
H -6.4755 -0.8771 -0.6458  0.103
H -0.7005 2.0322 -0.2171  0.117
H 1.4960 2.8284 0.5554  0.108
H 2.7551 1.5320 2.2431  0.101
H 1.7945 -0.5534 3.1532  0.108
H -0.4119 -1.3273 2.4028  0.118

The SMILES is O=C(OCC(=O)N1CCN(C(=O)c2ccco2)CC1)c1cn(-c2ccccc2)nc1-c1ccccc1. Its total energy is -44586.71702 eV. The HOMO energy is -8.6557 eV. The HOMO-LUMO gap comes out at 0.333 Ha.